Record 1
{"formula": "C21H35FNiP2", "method": "the ωB97M-V functional and the def2-TZVPD basis", "fmax_ev_per_a": 3.3, "spin_multiplicity": 3, "e_above_lowest_kcal_mol": 38.4, "e_homo_ha": [-0.253, -0.259], "homo_lumo_gap_ha": [0.2721, 0.2290], "s_squared": 2.025, "symbols": ["P", "P", "C", "C", "H", "H", "H", "H", "C", "H", "H", "H", "C", "H", "H", "H", "C", "H", "H", "H", "C", "H", "H", "H", "Ni", "C", "C", "C", "C", "C", "C", "C", "C", "C", "H", "H", "H", "H", "H", "H", "H", "H", "H", "H", "H", "H", "H", "H", "H", "F", "C", "C", "C", "C", "C", "C", "H", "H", "H", "H"], "coordinates": [[2.7237, 3.5601, -1.7533], [2.4180, 0.6897, -3.7950], [3.9177, 2.6038, -2.8174], [3.1433, 2.3391, -4.1017], [4.1372, 1.6604, -2.2766], [4.8195, 3.1900, -2.9975], [2.1900, 2.9902, -4.3900], [3.7441, 2.3345, -4.9974], [3.9742, -0.0120, -4.8764], [3.7457, -0.9586, -5.3865], [4.9083, -0.1126, -4.2984], [4.2307, 0.6951, -5.6786], [1.1656, 0.3388, -5.0567], [1.6974, 0.0015, -5.9555], [0.5769, 1.2621, -5.1923], [0.5354, -0.4699, -4.6477], [4.1818, 4.0289, -0.6290], [3.9064, 4.6931, 0.2044], [4.9145, 4.5766, -1.2463], [4.7623, 3.1902, -0.2114], [2.7288, 5.0184, -2.8807], [2.3555, 4.7433, -3.8770], [3.7583, 5.3947, -2.8938], [2.0392, 5.7349, -2.4260], [1.4514, 2.6278, -3.0777], [4.0169, -1.5221, -1.9080], [5.2692, -1.7362, -1.5697], [5.9561, -1.9827, -0.2264], [5.1116, -1.5669, 0.9817], [5.0146, -0.0866, 1.1006], [3.9913, 0.5889, 0.6131], [2.7967, 0.0841, -0.1539], [2.7688, -1.1998, -1.0902], [-0.4711, 3.2856, -0.6605], [3.8551, -1.4071, -3.0083], [6.0273, -1.6585, -2.3740], [6.9623, -1.5193, -0.1890], [6.1634, -3.0618, -0.1447], [4.0890, -1.9095, 0.7985], [5.4861, -1.9539, 1.9393], [5.8936, 0.4175, 1.5250], [4.0104, 1.6894, 0.6218], [2.4369, 0.9056, -0.7960], [1.9642, -0.0155, 0.5630], [2.4193, -2.0901, -0.5411], [1.9989, -0.9913, -1.8623], [-1.3920, 3.4923, -1.2500], [0.3911, 3.9706, -0.7404], [-0.6674, 2.7576, 0.2808], [-1.8739, -3.7732, -1.4944], [-1.8087, -2.4017, -1.4108], [-2.7007, -1.6452, -2.1548], [-2.4523, -0.2365, -2.2636], [-1.3456, 0.1903, -1.6356], [-0.6387, -0.4139, -0.6719], [-0.8060, -1.8405, -0.6235], [-3.5202, -2.1261, -2.6807], [-3.1586, 0.4228, -2.7484], [-0.0616, 0.1156, 0.0911], [-0.2461, -2.4641, 0.0641]], "nbo_charge": [0.74, 0.76, -0.72, -0.76, 0.25, 0.22, 0.13, 0.24, -0.88, 0.21, 0.22, 0.20, -0.97, 0.23, 0.23, 0.24, -0.91, 0.22, 0.21, 0.23, -0.94, 0.24, 0.22, 0.23, 0.19, -0.21, -0.17, -0.43, -0.45, -0.17, -0.19, -0.47, -0.47, -0.54, 0.21, 0.19, 0.21, 0.22, 0.21, 0.21, 0.20, 0.20, 0.23, 0.21, 0.21, 0.24, 0.17, 0.17, 0.17, -0.33, 0.37, -0.27, -0.31, 0.15, -0.30, -0.26, 0.23, 0.23, 0.24, 0.23]}



Record 2
{"formula": "C21H35GeN3O4Se4SiTe2W", "method": "the ωB97M-V functional and the def2-TZVPD basis", "fmax_ev_per_a": 1.0, "spin_multiplicity": 3, "e_above_lowest_kcal_mol": 3.9, "e_homo_ha": [-0.296, -0.298], "homo_lumo_gap_ha": [0.2105, 0.1925], "s_squared": 2.038, "symbols": ["W", "O", "C", "O", "C", "C", "N", "N", "C", "C", "O", "O", "H", "H", "H", "Se", "Te", "Te", "Se", "C", "Si", "C", "C", "Se", "H", "H", "H", "H", "H", "H", "H", "H", "H", "C", "C", "C", "C", "Ge", "C", "C", "C", "C", "H", "H", "H", "H", "H", "H", "H", "H", "H", "H", "H", "H", "H", "H", "H", "H", "H", "H", "H", "Se", "C", "C", "C", "N", "C", "C", "H", "H", "H", "H"], "coordinates": [[0.7955, -0.3077, -1.3486], [-5.1091, -0.1964, -1.3394], [-4.6616, 0.9404, -1.8482], [-5.3831, 1.7633, -2.3474], [-3.1869, 1.1809, -1.7938], [-2.5960, 2.2956, -2.3558], [-1.2702, 2.1824, -2.1842], [-0.9649, 1.0715, -1.5123], [-2.1120, 0.4463, -1.2702], [-2.0008, -0.9201, -0.6870], [-3.0012, -1.5995, -0.5426], [-0.7806, -1.2626, -0.3819], [-4.3705, -0.7683, -1.0028], [-3.0495, 3.1342, -2.8559], [-0.5359, 2.8286, -2.4425], [2.4814, 1.5968, -1.3062], [2.7349, 3.9932, -1.7311], [3.9043, 1.7868, -4.8233], [2.0853, 0.6985, -3.6455], [4.7638, -1.9932, -3.1847], [4.5445, -2.0046, -1.3402], [5.1052, -3.5999, -0.5692], [5.2226, -0.5149, -0.4456], [2.2513, -2.1581, -0.8861], [5.7614, -2.3348, -3.4698], [4.6201, -0.9904, -3.5843], [4.0247, -2.6443, -3.6546], [6.1620, -3.7921, -0.7681], [4.5223, -4.4369, -0.9571], [4.9597, -3.5671, 0.5122], [6.0623, -0.8129, 0.1857], [4.4583, -0.0803, 0.1995], [5.5623, 0.2642, -1.1292], [-0.8982, 4.5264, 3.9398], [-0.3719, 3.7853, 2.7170], [1.0011, 3.1695, 2.9561], [1.5476, 2.3750, 1.7697], [0.5222, 0.7716, 1.1781], [-1.1907, 0.4002, 2.0853], [-0.9785, 0.2412, 3.5928], [-2.2667, -0.1227, 4.3334], [-3.2991, 0.9986, 4.3399], [-1.9265, 4.8588, 3.7953], [-0.2892, 5.4050, 4.1602], [-0.8775, 3.8816, 4.8216], [-0.3072, 4.4716, 1.8659], [-1.0847, 3.0100, 2.4282], [0.9782, 2.5512, 3.8578], [1.7041, 3.9814, 3.1750], [2.5291, 1.9593, 2.0108], [1.6961, 3.0637, 0.9391], [1.4180, -0.3723, 1.7303], [-1.5696, -0.5370, 1.6847], [-1.9344, 1.1709, 1.8769], [-0.5779, 1.1627, 4.0244], [-0.2281, -0.5343, 3.7679], [-2.0129, -0.3835, 5.3643], [-2.6970, -1.0232, 3.8850], [-2.8912, 1.8991, 4.8062], [-4.1906, 0.7097, 4.8971], [-3.6191, 1.2625, 3.3307], [-0.3293, -1.2435, -3.4787], [-1.2299, -2.9185, -3.2304], [-0.5046, -4.0859, -3.0459], [-1.1988, -5.2828, -2.9603], [-2.5239, -5.3754, -3.0422], [-3.2040, -4.2474, -3.2182], [-2.6098, -2.9963, -3.3174], [0.5744, -4.0649, -2.9662], [-0.6610, -6.2137, -2.8176], [-4.2826, -4.3399, -3.2783], [-3.2154, -2.1128, -3.4679]], "mulliken_charge": [-0.49, -0.58, 0.49, -0.61, 0.34, -0.92, -0.33, 0.93, -0.29, 1.30, -0.86, -0.59, 0.39, 0.56, 0.07, -0.11, -0.30, 0.06, -0.02, -0.65, 0.52, -1.11, -0.87, -0.12, 0.39, -0.12, 0.26, 0.36, 0.30, 0.30, 0.41, 0.11, 0.33, -1.59, 0.36, -1.04, -0.50, 1.38, -1.00, -0.37, -0.76, -1.00, 0.39, 0.41, 0.30, 0.50, -0.22, 0.37, 0.51, 0.43, -0.03, -0.18, 0.66, 0.34, 0.00, 0.44, 0.39, 0.33, 0.18, 0.40, 0.24, -0.06, 0.39, -0.27, -0.42, -0.61, -0.42, -0.25, 0.36, 0.36, 0.37, 0.43]}



Record 3
{"formula": "C21H36AsBaI4N2Si", "method": "the ωB97M-V functional and the def2-TZVPD basis", "fmax_ev_per_a": 1.0, "e_above_lowest_kcal_mol": 26.4, "total_charge": 1, "e_homo_ha": -0.360, "homo_lumo_gap_ha": 0.2380, "symbols": ["Ba", "C", "C", "C", "C", "N", "C", "C", "C", "C", "C", "C", "N", "H", "H", "H", "H", "H", "H", "H", "H", "I", "C", "I", "H", "H", "I", "I", "C", "Si", "C", "C", "C", "H", "H", "H", "H", "H", "H", "H", "H", "H", "H", "H", "C", "C", "As", "C", "C", "C", "C", "H", "H", "H", "H", "H", "H", "H", "H", "H", "H", "H", "H", "H", "H", "H"], "coordinates": [[0.7625, 0.0550, 0.8396], [-2.4475, 3.8557, 0.5921], [-3.5612, 3.3919, -0.0839], [-3.7000, 2.0283, -0.2976], [-2.7202, 1.1618, 0.1663], [-1.6191, 1.6177, 0.7893], [-1.5026, 2.9272, 1.0032], [-2.8348, -0.3146, -0.0182], [-4.0564, -0.9261, -0.2357], [-4.1042, -2.3027, -0.4311], [-2.9266, -3.0236, -0.3994], [-1.7444, -2.3347, -0.1569], [-1.6915, -1.0207, 0.0323], [-2.2984, 4.9068, 0.7929], [-4.3150, 4.0787, -0.4443], [-4.5559, 1.6513, -0.8383], [-0.6089, 3.2505, 1.5274], [-4.9704, -0.3502, -0.2333], [-5.0504, -2.7982, -0.5993], [-2.9146, -4.0938, -0.5473], [-0.7942, -2.8569, -0.1112], [4.2933, 0.3652, 0.0624], [4.1300, 2.4909, 0.0022], [2.1862, 3.2576, -0.4584], [4.7832, 2.8343, -0.7890], [4.4015, 2.8810, 0.9736], [2.0985, -2.8288, 1.5056], [4.3567, -3.1007, -0.4392], [2.7189, -1.3677, 4.8807], [1.0529, -0.7938, 4.2963], [-0.1928, -0.7682, 5.6790], [1.2543, 1.0244, 3.7236], [0.4547, -1.9667, 2.9541], [3.0606, -0.7622, 5.7238], [3.4740, -1.3182, 4.0931], [2.6744, -2.4032, 5.2228], [0.1508, -0.1202, 6.4884], [-0.3452, -1.7667, 6.0908], [-1.1644, -0.3981, 5.3438], [1.4253, 1.6003, 4.6358], [0.3734, 1.4802, 3.2540], [2.1476, 1.2225, 3.1049], [-0.5549, -1.7444, 2.5376], [0.2116, -2.9138, 3.4459], [3.0832, -0.2249, -3.9418], [1.8349, 0.6479, -3.8566], [0.5259, -0.0468, -2.5757], [-1.0744, 0.9169, -3.1981], [-0.9977, 2.4100, -2.8968], [0.1010, -1.8000, -3.3494], [0.9225, -2.9392, -2.7586], [3.8331, 0.2400, -4.5822], [2.8572, -1.2060, -4.3609], [3.5301, -0.3860, -2.9594], [1.3391, 0.7324, -4.8264], [2.0911, 1.6580, -3.5317], [-1.9428, 0.4602, -2.7158], [-1.1779, 0.7379, -4.2703], [-0.9082, 2.5964, -1.8231], [-1.8896, 2.9320, -3.2480], [-0.1375, 2.8685, -3.3881], [0.2291, -1.7285, -4.4321], [-0.9665, -1.9548, -3.1684], [1.9937, -2.8086, -2.9127], [0.6353, -3.8930, -3.2041], [0.7813, -3.0195, -1.6784]], "nbo_charge": [1.68, -0.24, -0.13, -0.22, 0.18, -0.53, 0.04, 0.16, -0.22, -0.13, -0.23, 0.05, -0.53, 0.24, 0.24, 0.23, 0.20, 0.23, 0.24, 0.24, 0.22, 0.20, -0.75, 0.10, 0.24, 0.23, 0.09, -0.55, -1.13, 1.62, -1.12, -1.15, -1.27, 0.25, 0.25, 0.25, 0.25, 0.25, 0.24, 0.28, 0.21, 0.22, 0.22, 0.27, -0.62, -0.70, 0.77, -0.70, -0.62, -0.70, -0.62, 0.22, 0.21, 0.22, 0.22, 0.22, 0.21, 0.22, 0.19, 0.22, 0.22, 0.22, 0.22, 0.23, 0.22, 0.19]}



| no. | E_tot (hartree) |
| --- | --- |
| 1 | -3111.6151 |
| 2 | -13861.7373 |
| 3 | -4672.7634 |